Entry 1:
The following is a quantum chemistry calculation of a cluster of 2 separate species, C2H4ClNOS in total in a non-equilibrium geometry, from the OMol25 dataset.

Last column: natural (NBO) charge in e.
CARTESIAN COORDINATES (ANGSTROEM)
C  0.90378  0.72904  0.33928  -0.805
C  -0.99566  -0.00426  -1.51585  -0.629
N  0.16910  -1.97556  1.71572  0.084
O  0.04167  -1.30226  2.64260  -0.251
S  0.11247  -0.69550  -0.44990  0.580
Cl  -1.92762  -1.08288  -2.41876  0.053
H  0.16294  1.60355  -0.03825  0.237
H  1.78577  1.04031  -0.38658  0.256
H  1.09035  0.69236  1.43377  0.265
H  -1.34279  0.99518  -1.32204  0.211

Forces on atoms 1 to 6 (eV/Å):
-0.6 3.1 -3.6
1.1 0.2 1.6
-0.2 0.4 -1.1
0.0 0.3 0.7
0.5 -1.0 0.2
-0.4 -0.2 -0.5

net charge = 0
orbital gap (alpha / beta) = 0.193 / 0.198 Eh
2S+1 = 1
relative energy (zero: lowest compared OMol25 entry of this formula, charge and spin) = 560.80 kJ/mol
total energy = -1066.766954 Ha
F_max = 4.80 eV Å⁻¹

---

Entry 2:
The following is a quantum chemistry calculation of a structure of composition C19H13AlN3O8, from the OMol25 dataset.

Last column: natural (NBO) charge in e.
CARTESIAN COORDINATES (ANGSTROEM)
Al  -0.10572  0.14808  0.21240  2.052
O  -3.46224  -0.58172  -1.30123  -0.590
C  -2.47145  -0.40689  -0.64253  0.670
O  -1.27403  -0.09810  -1.11874  -0.867
C  -2.46710  -0.60751  0.92612  0.669
O  -3.46769  -0.90049  1.52735  -0.593
O  -1.26008  -0.48123  1.44728  -0.863
C  0.73464  -4.34363  6.04281  -0.257
O  1.09699  -5.54959  5.38873  -0.488
C  1.96684  -5.43776  4.35989  0.295
C  2.25886  -6.60801  3.66385  -0.251
C  3.12422  -6.57337  2.58824  -0.189
C  3.68549  -5.37180  2.15438  0.013
C  3.41962  -4.21658  2.88415  -0.207
C  2.57345  -4.24572  3.98532  -0.260
N  4.60677  -5.45948  1.05143  -0.144
N  4.76962  -4.53834  0.22017  -0.116
C  3.90101  -3.40660  0.10977  -0.011
C  4.51554  -2.18665  -0.04676  -0.169
C  3.81343  -0.96651  -0.06903  -0.302
C  2.44058  -0.96400  0.01965  0.378
O  1.68620  0.11319  0.05371  -0.831
C  1.77722  -2.23467  0.04561  0.080
N  0.42900  -2.13509  0.02344  -0.452
C  -0.28938  -3.23073  0.01139  0.085
C  0.30640  -4.50511  -0.00736  -0.246
C  1.67012  -4.61753  0.02475  -0.160
C  2.47140  -3.45412  0.08279  -0.021
H  -0.01464  -4.61129  6.77905  0.199
H  0.30893  -3.62206  5.34196  0.191
H  1.59050  -3.89050  6.54783  0.173
H  1.80260  -7.53591  3.99217  0.222
H  3.37020  -7.48162  2.04572  0.223
H  3.88062  -3.27851  2.60356  0.230
H  2.38535  -3.32878  4.53291  0.220
H  5.60049  -2.18174  -0.08950  0.220
H  4.34401  -0.02356  -0.14501  0.223
H  -1.37016  -3.11172  0.00302  0.215
H  -0.32138  -5.38719  -0.05536  0.221
H  2.12860  -5.59510  -0.00385  0.221
O  -0.87168  3.81752  1.39348  -0.633
C  -0.06413  3.13853  0.79177  0.686
O  -0.16299  1.87873  0.51099  -0.895
H  0.86445  3.59335  0.40892  0.061

Forces on atoms 1 to 6 (eV/Å):
0.0 -0.2 0.0
0.0 0.0 0.0
0.4 0.0 -0.1
-0.4 0.0 0.1
0.3 -0.1 0.0
0.0 0.0 0.0

net charge = -1
orbital gap = 0.273 Eh
2S+1 = 1
relative energy (zero: lowest compared OMol25 entry of this formula, charge and spin) = 43.81 kJ/mol
total energy = -1740.784763 Ha
F_max = 0.74 eV Å⁻¹

---

Entry 3:
The following is a quantum chemistry calculation of a cluster of 15 separate species, H30O15 in total in a non-equilibrium geometry, from the OMol25 dataset.

Last column: natural (NBO) charge in e.
CARTESIAN COORDINATES (ANGSTROEM)
O  2.76976  -1.00478  3.39916  -0.969
H  2.48140  -1.25062  2.52019  0.474
H  2.54034  -0.16537  3.78446  0.497
O  0.54765  1.20478  3.30512  -0.967
H  0.12164  1.84013  3.90208  0.500
H  0.03396  0.41213  3.55073  0.490
O  -3.59932  1.79964  -1.42787  -0.919
H  -3.13897  0.97129  -1.29046  0.434
H  -3.09536  2.53762  -0.94058  0.492
O  -2.22664  -1.10813  -2.02716  -0.832
H  -1.88245  -0.81764  -1.19271  0.480
H  -2.30768  -0.57726  -2.81272  0.529
O  -0.35266  -2.94557  -3.96453  -0.930
H  -1.12897  -2.59248  -3.51916  0.471
H  0.36205  -2.31339  -3.98196  0.468
O  2.24267  -1.78289  -0.27863  -1.005
H  1.74470  -1.97883  -1.13640  0.469
H  3.11608  -1.37178  -0.53683  0.528
O  -2.36884  -4.17965  1.05932  -0.912
H  -1.60177  -4.57844  1.49844  0.478
H  -2.06334  -3.29167  0.79837  0.439
O  -0.24089  1.96473  0.84627  -0.957
H  -1.14857  2.20192  1.09739  0.485
H  0.17325  1.42859  1.50017  0.469
O  -0.23389  -0.83511  0.52907  -0.942
H  0.52260  -1.30965  0.12507  0.550
H  0.12037  0.00081  0.86673  0.507
O  -1.47784  4.81005  -1.59280  -0.951
H  -0.81809  4.66451  -0.90065  0.474
H  -1.14051  4.51639  -2.44166  0.481
O  0.57832  1.80984  -2.19180  -0.966
H  1.02740  2.48291  -1.64781  0.498
H  -0.38179  2.00696  -2.12171  0.466
O  2.77089  2.26376  -0.26282  -0.964
H  3.71463  2.17329  -0.37482  0.498
H  2.46692  1.85561  0.54282  0.480
O  3.63000  -0.19158  -1.66194  -0.938
H  2.95064  0.55797  -1.50944  0.506
H  3.12474  -0.80785  -2.19206  0.463
O  -0.54527  -2.31414  3.10082  -0.954
H  0.15273  -2.16055  2.45357  0.462
H  -0.15261  -2.99689  3.64470  0.492
O  -2.42176  0.14132  0.44346  -0.438
H  -1.70382  -0.63838  0.87390  0.552
H  -3.16168  -0.43161  0.16464  0.512

Forces on atoms 1 to 6 (eV/Å):
0.8 -1.5 0.7
-0.2 0.9 0.0
-0.6 0.5 -0.8
-0.9 -0.7 0.6
0.4 0.4 -0.3
0.5 -0.2 -0.1

net charge = +1
orbital gap (alpha / beta) = 0.382 / 0.126 Eh
2S+1 = 2
relative energy (zero: lowest compared OMol25 entry of this formula, charge and spin) = 155.60 kJ/mol
total energy = -1146.096578 Ha
F_max = 2.98 eV Å⁻¹

---

Entry 4:
The following is a quantum chemistry calculation of a structure of composition C18H13BBrF4IN3O4ReSbSe4 in a non-equilibrium geometry, from the OMol25 dataset.

Last column: natural (NBO) charge in e.
CARTESIAN COORDINATES (ANGSTROEM)
Re  -0.69320  -1.22748  0.09018  1.206
Se  -1.88607  -5.64024  2.40498  -0.745
Sb  -2.33269  -4.31944  0.45289  1.064
Se  -2.81437  -1.83955  1.01397  -0.369
Se  -0.19291  -3.43015  -0.66325  -0.320
Se  -3.92710  -5.13816  -1.14020  -0.741
F  -1.02469  0.91657  0.76151  -0.562
B  -1.28083  2.34495  0.43572  1.372
F  -1.95641  2.89148  1.49618  -0.544
F  -1.98527  2.39164  -0.75492  -0.555
F  -0.00234  2.94000  0.26934  -0.584
N  2.42318  2.95303  -1.27409  -0.805
C  2.48066  1.59269  -1.04654  0.355
C  1.27739  0.88593  -0.91559  0.024
N  1.27174  -0.38987  -0.57702  -0.439
C  2.45262  -1.02654  -0.46193  -0.030
C  3.61279  -0.32585  -0.68877  0.009
N  3.64972  0.98622  -0.95942  -0.443
H  1.59914  3.39411  -0.88925  0.418
H  3.28863  3.43013  -1.08313  0.380
H  0.32438  1.37746  -1.04539  0.240
H  2.42331  -2.06220  -0.16261  0.251
H  4.56403  -0.83878  -0.61868  0.192
Br  1.92152  1.30575  2.81975  0.050
C  1.63927  0.05402  4.21195  0.050
C  1.80420  0.50077  5.51578  -0.283
C  1.62524  -0.37928  6.57382  -0.219
C  1.30045  -1.70637  6.32208  -0.228
C  1.15634  -2.13935  5.01353  -0.159
C  1.30961  -1.26534  3.93989  -0.186
C  1.10967  -1.82955  2.54758  0.790
O  1.75324  -2.80549  2.21888  -0.623
O  0.18783  -1.18160  1.91531  -0.743
H  2.06645  1.53524  5.69462  0.214
H  1.73867  -0.02411  7.59153  0.200
H  1.15809  -2.39979  7.14201  0.205
H  0.91004  -3.17002  4.78886  0.240
I  -4.21738  3.36466  -6.72906  0.082
C  -3.15405  2.08307  -5.46823  -0.140
C  -3.55441  1.94219  -4.14854  -0.263
C  -2.83934  1.08885  -3.31455  -0.151
C  -1.74017  0.38782  -3.79740  -0.077
C  -1.35568  0.54993  -5.12182  -0.176
C  -2.05802  1.39570  -5.97042  -0.276
C  -0.92053  -0.52368  -2.88750  0.773
O  0.05823  -1.09828  -3.30693  -0.635
O  -1.40996  -0.54517  -1.67876  -0.750
H  -4.40255  2.49411  -3.76740  0.220
H  -3.11005  0.97945  -2.27516  0.262
H  -0.49253  -0.00229  -5.47264  0.234
H  -1.75592  1.52281  -7.00114  0.212

Forces on atoms 1 to 6 (eV/Å):
0.8 0.9 -0.3
0.1 0.1 0.0
-0.2 0.2 0.1
-0.9 -0.4 0.3
0.2 -0.6 -0.3
0.0 0.0 -0.1

net charge = -2
orbital gap (alpha / beta) = 0.205 / 0.207 Eh
2S+1 = 4
relative energy (zero: lowest compared OMol25 entry of this formula, charge and spin) = 36.56 kJ/mol
total energy = -14379.785082 Ha
F_max = 1.23 eV Å⁻¹

---

Entry 5:
The following is a quantum chemistry calculation of an isolated molecule of C4H12N2 in a non-equilibrium geometry, from the OMol25 dataset.

Last column: natural (NBO) charge in e.
CARTESIAN COORDINATES (ANGSTROEM)
C  -0.74216  -0.69523  -2.35560  -0.617
C  -1.02267  -0.55162  -0.86602  -0.215
N  0.21495  -0.62387  -0.10207  -0.646
C  0.16114  -0.39911  1.33460  -0.228
C  0.47816  1.02684  1.72686  -0.227
N  1.72498  1.45724  1.08842  -0.842
H  0.25529  -1.09326  -2.52242  0.211
H  -1.42394  -1.41463  -2.80782  0.208
H  -0.84777  0.24787  -2.89115  0.213
H  -1.50219  0.39208  -0.61233  0.189
H  -1.71270  -1.34956  -0.53573  0.157
H  0.73243  -1.47268  -0.26616  0.362
H  -0.78728  -0.76101  1.74944  0.176
H  0.92139  -1.07427  1.74925  0.195
H  0.48965  1.11667  2.81862  0.188
H  -0.34473  1.66653  1.40310  0.157
H  1.72592  2.45959  0.94152  0.351
H  1.67955  1.06843  0.14750  0.369

Forces on atoms 1 to 6 (eV/Å):
-0.3 -0.1 -0.2
0.1 -0.6 0.6
0.5 0.4 -0.1
0.3 -1.0 0.0
-0.4 0.5 -0.2
0.0 -0.2 0.0

net charge = 0
orbital gap = 0.364 Eh
2S+1 = 1
relative energy (zero: lowest compared OMol25 entry of this formula, charge and spin) = 62.51 kJ/mol
structure (SMILES) = CCNCCN
total energy = -269.092536 Ha
F_max = 1.02 eV Å⁻¹

---

Entry 6:
The following is a quantum chemistry calculation of an isolated molecule of C4H8N2O, from the OMol25 dataset.

Last column: natural (NBO) charge in e.
CARTESIAN COORDINATES (ANGSTROEM)
N  1.92539  0.02845  -1.24067  -0.814
C  1.48272  -0.46332  -0.05646  0.492
O  2.16358  -1.49988  0.49358  -0.673
C  0.45105  0.01749  0.67261  -0.353
N  -0.55374  0.81847  0.06836  -0.430
C  -1.82700  0.82161  0.75033  -0.248
C  -1.67507  0.09731  -0.53251  -0.257
H  2.44929  -0.50697  -1.91347  0.399
H  1.42279  0.84061  -1.56476  0.408
H  1.46337  -1.81685  1.10114  0.494
H  0.66679  0.13360  1.73221  0.203
H  -1.94039  0.19928  1.64213  0.190
H  -2.30029  1.79432  0.79832  0.198
H  -1.69526  -0.99559  -0.49086  0.194
H  -2.03322  0.53149  -1.45994  0.196

Forces on atoms 1 to 6 (eV/Å):
-0.2 -0.1 -0.1
-0.2 0.2 0.1
0.1 -0.1 0.1
0.2 0.2 -0.1
0.2 0.2 0.0
-0.3 0.2 0.2

net charge = 0
orbital gap = 0.296 Eh
2S+1 = 1
relative energy (zero: lowest compared OMol25 entry of this formula, charge and spin) = 318.92 kJ/mol
structure (SMILES) = N/C(O)=C\N1CC1
total energy = -341.882173 Ha
F_max = 0.90 eV Å⁻¹

---

Copy entry 6 word for word.
The following is a quantum chemistry calculation of an isolated molecule of C4H8N2O, from the OMol25 dataset.

Last column: natural (NBO) charge in e.
CARTESIAN COORDINATES (ANGSTROEM)
N  1.92539  0.02845  -1.24067  -0.814
C  1.48272  -0.46332  -0.05646  0.492
O  2.16358  -1.49988  0.49358  -0.673
C  0.45105  0.01749  0.67261  -0.353
N  -0.55374  0.81847  0.06836  -0.430
C  -1.82700  0.82161  0.75033  -0.248
C  -1.67507  0.09731  -0.53251  -0.257
H  2.44929  -0.50697  -1.91347  0.399
H  1.42279  0.84061  -1.56476  0.408
H  1.46337  -1.81685  1.10114  0.494
H  0.66679  0.13360  1.73221  0.203
H  -1.94039  0.19928  1.64213  0.190
H  -2.30029  1.79432  0.79832  0.198
H  -1.69526  -0.99559  -0.49086  0.194
H  -2.03322  0.53149  -1.45994  0.196

Forces on atoms 1 to 6 (eV/Å):
-0.2 -0.1 -0.1
-0.2 0.2 0.1
0.1 -0.1 0.1
0.2 0.2 -0.1
0.2 0.2 0.0
-0.3 0.2 0.2

net charge = 0
orbital gap = 0.296 Eh
2S+1 = 1
relative energy (zero: lowest compared OMol25 entry of this formula, charge and spin) = 318.92 kJ/mol
structure (SMILES) = N/C(O)=C\N1CC1
total energy = -341.882173 Ha
F_max = 0.90 eV Å⁻¹

---

> Look up the F_max of the first one.

4.80 eV Å⁻¹

---

> Which value of F_max does entry 3 give?

2.98 eV Å⁻¹